[1]
{"formula": "C24H26GaN6O4", "method": "ωB97M-V/def2-TZVPD", "homo_ev": -10.02, "fmax_ev_per_a": 0.57, "e_tot_ev": -94814.076, "charge": 1, "gap_ev": 7.0, "species": ["Ga", "C", "O", "C", "C", "C", "C", "C", "C", "N", "N", "C", "C", "O", "C", "C", "C", "C", "C", "C", "C", "C", "H", "H", "H", "H", "H", "H", "H", "H", "H", "H", "H", "H", "H", "N", "C", "O", "C", "C", "H", "H", "H", "H", "H", "H", "C", "N", "C", "C", "O", "N", "C", "N", "H", "H", "H", "H", "H", "H", "H"], "xyz": [[0.427, 0.679, 0.926], [3.344, 2.076, 2.197], [2.678, 0.934, 1.632], [3.163, -0.312, 1.955], [4.198, -0.539, 2.843], [4.634, -1.842, 3.050], [4.048, -2.903, 2.374], [3.007, -2.667, 1.488], [2.555, -1.373, 1.288], [1.494, -0.994, 0.417], [1.194, -1.808, -0.492], [0.343, -1.422, -1.480], [0.080, -0.063, -1.765], [0.389, 0.918, -0.975], [-0.506, 0.265, -3.025], [-0.913, -0.702, -3.880], [-0.750, -2.094, -3.585], [-1.194, -3.090, -4.477], [-1.007, -4.417, -4.191], [-0.366, -4.782, -2.995], [0.072, -3.827, -2.110], [-0.105, -2.459, -2.390], [4.404, 2.044, 1.953], [3.213, 2.095, 3.278], [2.887, 2.949, 1.755], [4.675, 0.277, 3.365], [5.448, -2.022, 3.743], [4.399, -3.915, 2.536], [2.530, -3.475, 0.949], [-0.621, 1.318, -3.260], [-1.374, -0.429, -4.825], [-1.688, -2.787, -5.395], [-1.347, -5.181, -4.879], [-0.218, -5.834, -2.768], [0.556, -4.117, -1.186], [-3.156, -1.323, 1.977], [-2.020, -0.626, 1.809], [-1.448, -0.598, 0.709], [-1.503, 0.166, 2.989], [-0.029, 0.517, 2.832], [-3.502, -1.895, 1.228], [-3.612, -1.373, 2.869], [-1.699, -0.393, 3.907], [-2.119, 1.067, 3.027], [0.597, -0.278, 3.242], [0.218, 1.438, 3.357], [-3.070, 4.539, -1.730], [-2.224, 3.888, -0.743], [-0.944, 4.419, -0.282], [-0.415, 3.217, 0.478], [0.728, 3.021, 0.909], [-1.365, 2.262, 0.553], [-2.346, 2.640, -0.274], [-3.349, 1.815, -0.581], [-3.023, 5.614, -1.581], [-4.107, 4.236, -1.597], [-2.754, 4.314, -2.749], [-1.072, 5.273, 0.386], [-0.290, 4.703, -1.103], [-3.192, 0.846, -0.338], [-3.951, 2.007, -1.362]]}

---

[2]
{"formula": "C24H26MoN8O4", "method": "ωB97M-V/def2-TZVPD", "homo_ev": [-13.25, -13.31], "fmax_ev_per_a": 0.67, "e_tot_ev": -47268.051, "charge": 2, "gap_ev": [6.8, 6.8], "species": ["Mo", "O", "C", "N", "C", "C", "C", "C", "C", "C", "N", "C", "O", "C", "C", "C", "C", "C", "N", "C", "C", "C", "C", "C", "N", "H", "H", "H", "H", "H", "H", "H", "H", "H", "H", "H", "H", "N", "C", "C", "C", "C", "N", "C", "N", "N", "C", "O", "O", "H", "H", "H", "H", "H", "H", "H", "H", "H", "H", "H", "H", "H", "H"], "xyz": [[-1.274, 0.192, -0.309], [-3.840, 2.316, 2.127], [-3.146, 1.913, 1.232], [-2.551, 0.666, 1.136], [-2.711, -0.359, 2.109], [-3.145, -0.220, 3.423], [-3.231, -1.360, 4.210], [-2.899, -2.610, 3.706], [-2.461, -2.759, 2.396], [-2.365, -1.624, 1.607], [-1.942, -1.544, 0.249], [-2.232, -2.544, -0.673], [-2.469, -3.695, -0.431], [-2.225, -1.993, -2.069], [-2.548, -2.774, -3.153], [-2.567, -2.180, -4.409], [-2.246, -0.839, -4.527], [-1.918, -0.125, -3.388], [-1.917, -0.687, -2.175], [-2.826, 2.762, 0.031], [-3.382, 4.012, -0.130], [-3.008, 4.758, -1.240], [-2.074, 4.234, -2.121], [-1.565, 2.970, -1.888], [-1.954, 2.233, -0.840], [-3.430, 0.746, 3.806], [-3.576, -1.269, 5.231], [-2.985, -3.484, 4.337], [-2.213, -3.730, 1.995], [-2.787, -3.817, -2.997], [-2.832, -2.760, -5.284], [-2.247, -0.344, -5.487], [-1.650, 0.918, -3.440], [-4.082, 4.372, 0.611], [-3.427, 5.742, -1.405], [-1.734, 4.797, -2.979], [-0.800, 2.542, -2.521], [0.255, 0.079, 1.265], [1.450, 0.894, 0.939], [2.715, 0.538, 1.715], [3.250, -0.893, 1.601], [3.781, -1.308, 0.227], [4.760, -0.379, -0.326], [6.077, -0.465, -0.225], [6.661, -1.419, 0.501], [6.841, 0.426, -0.861], [1.606, 0.893, -0.589], [2.653, 1.205, -1.119], [0.518, 0.593, -1.240], [-0.148, 0.334, 2.166], [0.499, -0.908, 1.348], [1.187, 1.927, 1.188], [2.530, 0.746, 2.771], [3.485, 1.246, 1.403], [2.496, -1.628, 1.901], [4.048, -0.992, 2.341], [2.979, -1.369, -0.508], [4.210, -2.310, 0.272], [4.347, 0.425, -0.794], [6.124, -2.060, 1.056], [7.659, -1.542, 0.489], [6.437, 1.082, -1.507], [7.840, 0.432, -0.754]]}

---

[3]
{"formula": "C24H26N2O3S2", "method": "ωB97M-V/def2-TZVPD", "homo_ev": -8.71, "fmax_ev_per_a": 1.00, "e_tot_ev": -56103.801, "smiles": "CCCCNS(=O)(=O)c1ccc(NC(=O)[C@@H](Sc2ccccc2)c2ccccc2)cc1", "de_lowest_kj_mol": 35.7, "charge": 0, "gap_ev": 9.1, "species": ["C", "C", "C", "C", "N", "S", "O", "O", "C", "C", "C", "C", "N", "C", "O", "C", "S", "C", "C", "C", "C", "C", "C", "C", "C", "C", "C", "C", "C", "C", "C", "H", "H", "H", "H", "H", "H", "H", "H", "H", "H", "H", "H", "H", "H", "H", "H", "H", "H", "H", "H", "H", "H", "H", "H", "H", "H"], "xyz": [[1.521, 1.435, 3.532], [2.773, 2.210, 3.137], [2.432, 3.414, 2.262], [3.685, 4.166, 1.804], [3.442, 5.125, 0.753], [3.672, 4.634, -0.820], [3.284, 5.741, -1.640], [5.000, 4.109, -0.913], [2.519, 3.283, -1.057], [2.973, 1.981, -0.957], [2.069, 0.940, -1.024], [0.707, 1.203, -1.187], [-0.160, 0.114, -1.205], [-1.518, 0.106, -1.266], [-2.230, 1.078, -1.325], [-2.095, -1.311, -1.177], [-1.305, -2.345, -2.473], [-2.488, -3.644, -2.706], [-2.503, -4.264, -3.949], [-3.390, -5.295, -4.191], [-4.268, -5.705, -3.201], [-4.244, -5.087, -1.962], [-3.351, -4.061, -1.704], [-1.888, -1.794, 0.235], [-0.790, -2.562, 0.601], [-0.609, -2.936, 1.921], [-1.516, -2.539, 2.888], [-2.611, -1.771, 2.529], [-2.798, -1.399, 1.210], [0.265, 2.520, -1.318], [1.179, 3.556, -1.251], [1.000, 1.076, 2.647], [0.840, 2.069, 4.095], [1.780, 0.578, 4.149], [3.449, 1.551, 2.589], [3.293, 2.548, 4.035], [1.784, 4.097, 2.817], [1.876, 3.067, 1.388], [4.425, 3.475, 1.397], [4.138, 4.686, 2.655], [2.626, 5.703, 0.867], [4.030, 1.809, -0.831], [2.411, -0.082, -0.944], [0.294, -0.790, -1.163], [-3.159, -1.250, -1.418], [-1.819, -3.930, -4.715], [-3.400, -5.774, -5.159], [-4.966, -6.506, -3.393], [-4.919, -5.407, -1.183], [-3.330, -3.603, -0.727], [-0.091, -2.897, -0.153], [0.244, -3.540, 2.192], [-1.372, -2.830, 3.917], [-3.324, -1.460, 3.278], [-3.648, -0.795, 0.930], [-0.784, 2.718, -1.462], [0.864, 4.583, -1.353]]}

---

[4]
{"formula": "C24H26N4O4S", "method": "ωB97M-V/def2-TZVPD", "homo_ev": -7.82, "fmax_ev_per_a": 18.62, "e_tot_ev": -50277.012, "de_lowest_kj_mol": 2059.4, "charge": 0, "gap_ev": 6.4, "species": ["C", "H", "O", "C", "C", "C", "C", "C", "C", "H", "H", "C", "N", "C", "O", "C", "C", "C", "C", "C", "C", "H", "H", "C", "O", "N", "C", "S", "N", "H", "C", "C", "H", "H", "C", "N", "C", "O", "C", "H", "C", "H", "H", "C", "H", "H", "H", "H", "H", "H", "H", "H", "H", "H", "H", "H", "H", "H", "H"], "xyz": [[-8.977, 2.190, -0.648], [-9.756, 2.738, -0.425], [-8.563, 1.423, 0.313], [-7.601, 0.461, 0.194], [-7.393, -0.522, 1.158], [-6.418, -1.320, 1.344], [-5.614, -1.441, 0.354], [-5.784, -0.455, -1.014], [-6.868, 0.447, -0.980], [-6.931, 1.009, -1.754], [-5.174, -0.331, -1.736], [-4.455, -2.161, 0.055], [-3.078, -1.704, 0.033], [-2.281, -1.374, -0.903], [-2.515, -2.111, -2.086], [-1.180, -0.600, -0.658], [0.115, -1.135, -1.314], [1.175, -0.225, -1.181], [1.245, 1.159, -0.651], [-0.099, 1.510, 0.089], [-1.232, 0.657, -0.213], [-2.242, 1.096, 0.447], [-0.106, 2.532, 0.530], [2.273, 1.937, -0.290], [2.346, 3.160, -0.201], [3.594, 1.352, -0.976], [3.570, -0.028, -1.669], [4.966, -0.281, -2.401], [2.324, -0.564, -1.720], [2.513, -1.460, -2.231], [4.750, 2.184, -0.779], [5.017, 2.255, 0.633], [6.142, 2.554, 0.865], [4.457, 3.005, 1.109], [4.669, 1.019, 1.656], [5.296, 0.034, 1.255], [4.526, -1.220, 0.692], [3.282, -1.208, 1.070], [5.417, -2.332, 0.557], [5.392, -2.325, -0.452], [6.845, -2.029, 1.319], [6.701, -2.255, 2.419], [7.526, -2.350, 0.624], [6.627, -0.563, 1.195], [7.001, 0.063, 0.180], [7.330, -0.036, 2.018], [5.129, -3.426, 0.968], [5.187, 1.155, 2.707], [3.645, 1.037, 1.585], [4.513, 3.118, -1.159], [5.568, 1.565, -1.262], [0.141, -1.871, -1.944], [-2.696, -0.904, 0.857], [-4.304, -3.010, 1.120], [-4.241, -2.920, -0.645], [-6.152, -1.779, 2.354], [-8.101, -0.340, 2.092], [-8.291, 2.896, -0.880], [-9.229, 1.725, -1.623]]}

---

Number 4 is which compound?
C24H26N4O4S

---

Copy entry 1 word for word.
{"formula": "C24H26GaN6O4", "method": "ωB97M-V/def2-TZVPD", "homo_ev": -10.02, "fmax_ev_per_a": 0.57, "e_tot_ev": -94814.076, "charge": 1, "gap_ev": 7.0, "species": ["Ga", "C", "O", "C", "C", "C", "C", "C", "C", "N", "N", "C", "C", "O", "C", "C", "C", "C", "C", "C", "C", "C", "H", "H", "H", "H", "H", "H", "H", "H", "H", "H", "H", "H", "H", "N", "C", "O", "C", "C", "H", "H", "H", "H", "H", "H", "C", "N", "C", "C", "O", "N", "C", "N", "H", "H", "H", "H", "H", "H", "H"], "xyz": [[0.427, 0.679, 0.926], [3.344, 2.076, 2.197], [2.678, 0.934, 1.632], [3.163, -0.312, 1.955], [4.198, -0.539, 2.843], [4.634, -1.842, 3.050], [4.048, -2.903, 2.374], [3.007, -2.667, 1.488], [2.555, -1.373, 1.288], [1.494, -0.994, 0.417], [1.194, -1.808, -0.492], [0.343, -1.422, -1.480], [0.080, -0.063, -1.765], [0.389, 0.918, -0.975], [-0.506, 0.265, -3.025], [-0.913, -0.702, -3.880], [-0.750, -2.094, -3.585], [-1.194, -3.090, -4.477], [-1.007, -4.417, -4.191], [-0.366, -4.782, -2.995], [0.072, -3.827, -2.110], [-0.105, -2.459, -2.390], [4.404, 2.044, 1.953], [3.213, 2.095, 3.278], [2.887, 2.949, 1.755], [4.675, 0.277, 3.365], [5.448, -2.022, 3.743], [4.399, -3.915, 2.536], [2.530, -3.475, 0.949], [-0.621, 1.318, -3.260], [-1.374, -0.429, -4.825], [-1.688, -2.787, -5.395], [-1.347, -5.181, -4.879], [-0.218, -5.834, -2.768], [0.556, -4.117, -1.186], [-3.156, -1.323, 1.977], [-2.020, -0.626, 1.809], [-1.448, -0.598, 0.709], [-1.503, 0.166, 2.989], [-0.029, 0.517, 2.832], [-3.502, -1.895, 1.228], [-3.612, -1.373, 2.869], [-1.699, -0.393, 3.907], [-2.119, 1.067, 3.027], [0.597, -0.278, 3.242], [0.218, 1.438, 3.357], [-3.070, 4.539, -1.730], [-2.224, 3.888, -0.743], [-0.944, 4.419, -0.282], [-0.415, 3.217, 0.478], [0.728, 3.021, 0.909], [-1.365, 2.262, 0.553], [-2.346, 2.640, -0.274], [-3.349, 1.815, -0.581], [-3.023, 5.614, -1.581], [-4.107, 4.236, -1.597], [-2.754, 4.314, -2.749], [-1.072, 5.273, 0.386], [-0.290, 4.703, -1.103], [-3.192, 0.846, -0.338], [-3.951, 2.007, -1.362]]}